# C16H32F12O12Zr

A molecular structure, C16H32F12O12Zr (wB97M-V/def2-TZVPD, the OMol25 dataset).

XYZ file:
```
73
Properties=species:S:1:pos:R:3:forces:R:3:lowdin_charge:R:1
Zr -1.0919 -0.1351 -0.3571 1.308 1.703 -1.095 2.101
C 1.8919 -0.7491 -2.0423 1.324 -0.211 1.385 -0.437
O 2.7904 0.3349 -1.7330 -0.028 0.111 -0.112 -0.109
O 0.7305 -0.5145 -1.5091 -3.166 0.334 0.756 -0.239
C 1.9026 -0.8993 -3.5611 -0.652 0.529 -0.318 -0.538
F 1.2787 -2.0238 -3.9669 0.306 0.272 0.052 0.137
F 1.2693 0.1404 -4.1546 0.136 -0.290 0.062 0.136
F 3.1592 -0.9110 -4.0275 0.006 -0.303 -0.172 0.151
C 4.1129 -0.0199 -1.3483 -0.240 0.406 -0.294 -0.261
C 4.2824 0.0905 0.1517 -0.651 -0.602 0.285 -0.066
H 5.3210 -0.0819 0.4301 -0.022 0.136 0.188 0.078
H 3.8782 1.0049 0.5899 0.444 0.362 -0.364 0.065
H 3.6491 -0.6767 0.6183 0.305 -0.181 -0.036 0.073
H 4.7682 0.6589 -1.8981 0.164 -0.058 0.134 0.121
H 4.3352 -1.0391 -1.6742 0.123 0.034 -0.014 0.116
H 2.3442 -1.6554 -1.5913 0.144 -0.199 -0.458 0.166
C -2.0297 1.5535 2.5320 1.858 0.635 1.374 -0.441
O -1.7018 0.8390 3.7437 -0.404 -0.654 -0.513 -0.078
O -1.8863 0.7464 1.5176 0.100 -1.706 -2.398 -0.250
C -3.3995 2.2314 2.6327 -0.007 0.363 -0.499 -0.553
F -4.3961 1.4138 2.9983 0.095 0.068 0.095 0.158
F -3.3573 3.2784 3.4835 -0.184 -0.288 0.194 0.132
F -3.7204 2.7600 1.4368 -0.201 -0.201 -0.111 0.136
C -1.7156 1.5035 4.9745 0.182 0.552 0.482 -0.304
C -0.9039 0.7025 5.9506 0.182 -1.590 0.443 -0.086
H -0.9111 1.1028 6.9639 0.087 0.308 -0.118 0.076
H -1.2906 -0.3218 6.0506 -0.393 0.234 -0.068 0.078
H 0.1205 0.4831 5.6358 0.072 0.690 -0.112 0.073
H -2.7359 1.6104 5.3578 -0.023 0.067 -0.050 0.120
H -1.2771 2.5103 4.9206 -0.127 0.020 -0.299 0.124
H -1.2726 2.3718 2.5362 -0.460 0.325 -0.294 0.168
C -0.8916 2.9869 -1.7891 1.330 -0.664 -0.892 -0.439
O 0.4183 3.3774 -1.4379 0.032 0.779 0.188 -0.080
O -1.2003 1.8458 -1.1935 -1.359 -2.667 1.355 -0.256
C -1.8448 4.1181 -1.4649 -0.876 -0.324 -0.774 -0.550
F -1.9567 4.3943 -0.1764 0.286 0.422 0.006 0.181
F -1.5086 5.2038 -2.1898 0.091 0.190 0.617 0.144
F -3.0945 3.7778 -1.9049 0.163 -0.021 0.207 0.111
C 1.3770 3.3943 -2.4938 0.026 -0.988 0.470 -0.237
C 2.7228 3.6340 -1.8552 0.454 1.332 -0.372 -0.066
H 2.8259 4.6904 -1.5794 -0.185 -0.055 0.086 0.079
H 2.9227 3.0803 -0.9416 -0.138 -0.438 -0.195 0.061
H 3.5145 3.4849 -2.5934 0.006 -0.360 0.134 0.083
H 1.1463 4.1512 -3.2471 -0.033 0.069 0.054 0.126
H 1.3764 2.3983 -2.9557 -0.041 0.159 -0.155 0.109
H -0.9233 2.8540 -2.8865 -0.094 0.360 -0.085 0.167
C -1.4489 -3.5686 -0.6641 -0.047 -0.449 1.533 -0.406
O -0.5090 -3.7952 0.4159 -0.450 -0.655 -0.376 -0.118
O -1.6048 -2.2693 -0.7957 -0.155 2.366 0.059 -0.248
C -1.0878 -4.2765 -1.9730 -1.002 0.683 -1.024 -0.555
F -2.0685 -3.9054 -2.8554 0.230 0.001 0.038 0.114
F 0.0620 -3.9197 -2.5301 0.280 -0.270 0.293 0.172
F -1.1836 -5.6102 -1.9104 0.406 -0.113 0.150 0.146
C 0.3197 -4.9508 0.4205 0.988 0.180 0.196 -0.250
C 0.8937 -5.0952 1.8139 0.629 -0.325 0.182 -0.062
H 1.8578 -5.6130 1.7857 -0.117 -0.107 -0.202 0.080
H 1.1410 -4.1205 2.2380 -0.290 0.036 0.072 0.071
H 0.2729 -5.6808 2.4896 -0.244 0.309 0.054 0.078
H 1.1559 -4.7695 -0.2650 -0.113 -0.058 -0.137 0.124
H -0.1552 -5.8777 0.1060 -0.401 0.150 0.053 0.120
H -2.3992 -4.0470 -0.3646 0.076 -0.220 -0.025 0.169
O -1.7899 -0.3875 -2.5853 -0.234 0.190 -0.574 -0.111
H -2.2761 0.2982 -3.0560 0.146 0.131 0.162 0.091
H -1.8215 -1.1864 -3.1248 0.143 -0.190 0.354 0.089
O -3.4746 -0.0704 -0.5165 -0.296 -0.107 -0.212 -0.087
H -4.0244 0.7201 -0.5843 0.312 0.170 0.237 0.093
H -4.0655 -0.8105 -0.3402 0.215 -0.097 0.003 0.095
O 0.7148 1.1612 0.4990 0.289 -0.112 0.773 -0.095
H 1.3752 1.5848 -0.0695 -0.296 -0.177 -0.365 0.062
H 1.0231 1.2474 1.4066 -0.226 0.108 0.020 0.091
O -0.1144 -1.3446 1.2384 0.193 -0.378 0.603 -0.116
H 0.5966 -1.1552 1.8564 -0.104 0.316 -0.045 0.096
H -0.4179 -2.2584 1.4135 0.129 -0.041 -0.588 0.078
```
Forces are in eV/Å.

ΔE to the lowest compared entry with this formula, charge and spin = 0.0 kJ/mol
Molecular weight = 735.6 g mol⁻¹
Kohn-Sham gap = 9.3 eV
LUMO level = -0.03 eV
HOMO level = -0.3427 Ha